Record 1
Here is the ion C8H16N2PS with charge +1 in a non-equilibrium geometry from OMol25. Energies are from wB97M-V/def2-TZVPD.

```
28
Properties=species:S:1:pos:R:3:forces:R:3:lowdin_charge:R:1
C -0.936662 0.070246 -0.638655 1.477 -1.593 2.585 -0.31
C 0.842179 0.585190 0.762713 0.468 1.261 -1.750 -0.68
C -0.458931 -1.898594 0.717460 -1.703 0.868 -1.654 -0.08
C 0.996141 -1.932518 0.459470 0.781 1.568 -0.002 -0.38
C -0.919821 -1.315020 2.041017 -0.186 0.599 0.702 -0.09
C 1.345682 -2.467170 -0.888733 2.491 -3.274 1.096 -0.06
C -1.429092 1.547441 -3.113590 0.323 1.076 1.731 -0.30
C 0.587316 3.471026 1.562403 -3.757 -3.698 0.273 -0.31
N -0.208367 0.913518 -0.026841 0.006 -0.792 0.005 -0.02
N 1.598832 -0.524156 0.581978 -0.577 2.180 1.557 0.08
P -2.177310 0.567503 -1.736432 -0.645 0.911 -1.216 0.94
S 1.511864 1.892743 1.704363 1.074 -0.484 0.517 0.97
H -1.032227 -2.689416 0.062050 0.871 1.717 1.878 0.16
H 1.638548 -2.337932 1.263146 -0.965 -0.889 -0.200 0.17
H -0.178421 -1.625303 2.836560 -0.949 -0.170 -0.604 0.10
H -1.986864 -1.648599 2.282687 1.634 0.686 -0.157 0.11
H -0.803812 -0.130633 2.173949 -0.541 -2.410 -0.770 0.11
H 2.466646 -2.550352 -0.946070 -0.964 0.614 -0.319 0.11
H 0.935178 -1.940574 -1.696569 -0.563 0.701 -1.057 0.06
H 1.108836 -3.576691 -0.921129 -0.348 1.302 -0.127 0.12
H -2.233776 2.085838 -3.543055 -1.070 0.347 -0.609 0.01
H -0.836199 1.141004 -3.910490 0.379 -0.652 0.098 0.04
H -0.913379 2.352186 -2.563546 0.349 -0.269 -0.424 0.04
H 0.551861 3.715538 2.625652 -0.195 0.558 -0.391 0.03
H -0.497025 3.095969 1.185333 2.419 1.362 0.964 0.10
H 1.003191 4.166578 0.910390 0.906 1.033 -0.963 0.01
H 2.412208 -0.384460 1.207931 -0.300 -0.953 -0.654 0.13
H -2.386595 -0.583363 -2.391991 -0.413 -1.598 -0.511 -0.07
```
Forces are in eV/Å.

DFT total energy in eV: -31648.55102
Lowest unoccupied orbital energy (spin up / spin down) in eV: -4.44 / -4.44
Strongest force on any atom in Eh/bohr: 0.10265
HOMO energy (spin up / spin down) in eV: -11.91 / -11.91
Energy above the lowest of the compared OMol25 structures with the same formula, charge and spin in eV: 3.1490
Net charge: +1
HOMO-LUMO gap (spin up / spin down) in Ha: 0.275 / 0.275

Record 2
Here is a cluster of 2 separate species, C4H10NS in total in a non-equilibrium geometry from OMol25. Energies are from wB97M-V/def2-TZVPD.

```
16
Properties=species:S:1:pos:R:3:forces:R:3:lowdin_charge:R:1
C 1.673295 -0.937589 -0.947337 -3.653 -1.860 1.563 0.05
C 0.698580 -0.409329 -0.192583 -1.023 -1.869 -1.325 -0.16
C 0.776169 0.991025 0.289854 -0.960 -1.035 1.155 -0.17
C -1.256875 -1.374758 -0.047949 5.159 0.159 -0.640 -0.40
N -0.435389 1.123705 1.161192 -0.675 0.853 1.776 0.08
S -2.472724 -0.197444 -0.563069 0.754 -0.784 -1.599 0.80
H 1.589867 -1.927094 -1.374737 -0.363 -0.076 -0.243 0.07
H 2.644427 -0.668206 -0.847658 2.879 1.645 -0.125 0.04
H 0.654138 1.574709 -0.543236 -0.477 1.879 -1.882 0.10
H 1.700339 1.269437 0.746707 0.496 0.102 0.729 0.14
H -1.146184 -1.572361 1.028108 -0.561 -0.512 -0.702 0.05
H -0.841211 -2.129601 -0.816539 -1.452 0.928 1.661 0.09
H -1.239867 0.659321 0.530346 0.843 0.970 1.483 -0.02
H -0.808207 2.057693 1.546227 1.167 -1.326 -1.224 0.20
H -0.193966 0.586382 2.025269 -0.765 0.201 -0.877 0.17
H -1.620662 -0.153051 -1.656153 -1.368 0.725 0.248 -0.03
```
Forces are in eV/Å.

DFT total energy in eV: -16624.57200
Lowest unoccupied orbital energy in eV: -3.81
Strongest force on any atom in Eh/bohr: 0.10114
HOMO energy in eV: -13.16
Energy above the lowest of the compared OMol25 structures with the same formula, charge and spin in eV: 4.3941
Net charge: +1
HOMO-LUMO gap in Ha: 0.343

Record 3
Here is an isolated molecule of C17H24N2O4 from OMol25. Energies are from wB97M-V/def2-TZVPD.

```
47
Properties=species:S:1:pos:R:3:forces:R:3:lowdin_charge:R:1
C -4.347898 -2.010313 0.555253 -0.136 0.086 -0.126 -0.09
C -4.680435 -0.760316 -0.262537 0.073 -0.169 0.131 -0.21
C -3.563567 0.239396 -0.201586 -0.012 0.086 -0.138 -0.23
C -3.466212 1.121696 0.871078 0.021 -0.028 -0.047 -0.02
C -2.454690 2.055054 0.923596 0.222 0.059 -0.070 0.00
C -1.494047 2.127712 -0.090857 -0.580 -0.322 0.165 -0.15
C -0.487916 3.200706 0.005014 0.547 0.112 -0.142 -0.32
O -0.637633 4.165912 0.720178 0.039 -0.050 -0.060 0.11
C 0.789748 3.073945 -0.832198 -0.099 0.502 -0.265 -0.06
O 1.543957 1.935736 -0.424626 -0.104 0.199 0.392 0.02
C 1.786717 0.971756 -1.318864 0.189 -0.266 -0.275 -0.44
O 1.360069 0.973378 -2.443489 0.058 -0.062 0.004 0.12
C 2.627409 -0.146878 -0.724510 0.022 -0.269 -0.222 -0.19
N 3.270823 0.227706 0.509174 -0.259 -0.088 0.038 0.11
C 4.615539 0.501723 0.519507 -0.117 0.005 0.309 -0.61
N 5.049976 1.111510 1.664741 0.142 0.200 0.227 0.16
O 5.358648 0.221390 -0.394517 0.295 -0.066 -0.362 0.06
C 1.743640 -1.406371 -0.562703 0.151 0.115 0.187 -0.32
C 2.632393 -2.614782 -0.286623 -0.170 0.170 -0.137 -0.05
C 0.701449 -1.201374 0.544597 -0.069 -0.136 -0.307 -0.21
C -0.448259 -2.197635 0.460011 0.168 0.156 0.116 -0.09
C -1.576015 1.229176 -1.155578 0.123 0.244 0.136 -0.01
C -2.599928 0.302330 -1.201839 -0.144 -0.052 0.057 -0.03
H -5.182138 -2.707178 0.532146 -0.046 -0.116 0.040 0.07
H -3.470133 -2.507579 0.150397 0.098 -0.071 0.007 0.06
H -4.146887 -1.745126 1.590773 0.041 -0.019 0.112 0.07
H -4.862778 -1.048074 -1.299418 -0.064 0.069 0.002 0.11
H -5.592779 -0.308755 0.132961 -0.018 0.014 -0.093 0.11
H -4.204079 1.084304 1.659564 -0.095 -0.002 0.087 0.12
H -2.386996 2.754152 1.743783 -0.012 0.064 0.052 0.12
H 0.556536 2.997189 -1.900052 0.027 0.035 0.172 0.13
H 1.408193 3.957598 -0.648723 -0.168 -0.164 -0.010 0.14
H 3.432610 -0.367537 -1.437253 -0.234 0.117 0.088 0.16
H 2.685686 0.681157 1.192657 0.097 0.028 -0.031 0.14
H 4.475452 1.143809 2.487709 0.019 -0.042 -0.011 0.09
H 6.045658 1.164252 1.793607 -0.059 -0.031 -0.049 0.10
H 1.223352 -1.550660 -1.515036 0.008 0.045 0.012 0.15
H 3.205144 -2.457865 0.624147 0.074 -0.012 0.115 0.08
H 2.034192 -3.514402 -0.173191 -0.022 -0.129 0.031 0.07
H 3.330121 -2.767488 -1.105519 0.108 -0.079 -0.080 0.09
H 0.283723 -0.194339 0.471015 -0.022 0.054 0.093 0.10
H 1.187711 -1.294109 1.517748 0.055 0.089 0.065 0.12
H -0.095954 -3.218216 0.583308 -0.012 -0.150 0.006 0.07
H -1.177123 -1.991148 1.240187 -0.131 -0.053 0.040 0.07
H -0.944610 -2.116305 -0.504285 -0.102 -0.024 -0.098 0.07
H -0.866041 1.258119 -1.966925 0.125 0.029 -0.058 0.10
H -2.662621 -0.373254 -2.042816 -0.027 -0.073 -0.104 0.12
```
Forces are in eV/Å.

DFT total energy in eV: -29190.44100
Lowest unoccupied orbital energy in eV: 0.07
Strongest force on any atom in Eh/bohr: 0.01328
HOMO energy in eV: -9.48
Energy above the lowest of the compared OMol25 structures with the same formula, charge and spin in eV: 0.0487
Net charge: 0
HOMO-LUMO gap in Ha: 0.351

Record 4
Here is a cluster of 2 separate species, C32H27BF10O2S in total in a non-equilibrium geometry from OMol25. Energies are from wB97M-V/def2-TZVPD.

```
73
Properties=species:S:1:pos:R:3:forces:R:3:lowdin_charge:R:1
C -0.595254 -5.018315 0.984744 -0.135 -0.361 0.068 -0.02
C -0.710711 -3.530483 0.725748 -0.155 -0.420 0.456 -0.43
C 0.071126 -2.798297 1.815637 0.203 0.212 0.131 -0.02
O -0.075256 -3.241929 -0.547119 -0.531 0.510 -0.203 0.14
B -0.895988 -2.287674 -1.110200 0.178 2.476 2.158 -0.56
C -0.372712 -0.890440 -1.785654 -0.688 -1.850 -1.006 -0.05
C -1.505825 -0.104282 -2.398188 -0.365 -0.353 -0.394 -0.16
C -1.788457 1.248234 -2.189367 -0.257 0.050 -0.179 0.04
C -2.836438 1.831292 -2.919705 -0.117 0.262 0.267 -0.22
F -3.138203 3.153001 -2.688783 0.329 -1.130 -0.197 0.04
C -3.595518 1.147115 -3.867594 0.274 0.078 0.141 0.06
C -3.261829 -0.189505 -4.062273 0.127 -0.417 -0.163 -0.23
F -3.867886 -0.894438 -5.075137 0.254 0.622 0.983 0.04
C -2.289571 -0.833155 -3.309200 -0.295 0.592 -0.433 0.03
C 0.962965 -0.221492 -1.619264 1.090 -0.303 -0.415 -0.14
C 2.010668 -0.956743 -1.034853 0.247 0.051 -0.176 0.04
C 3.323459 -0.701656 -1.425459 0.139 0.109 0.198 -0.23
F 4.328639 -1.465994 -0.891278 -0.743 0.489 -0.429 0.05
C 3.671075 0.298973 -2.334717 -0.241 -0.208 0.181 0.05
C 2.638108 1.142779 -2.727148 -0.082 0.239 0.356 -0.24
F 2.951395 2.240633 -3.484445 -0.343 -0.882 0.475 0.06
C 1.309577 0.932527 -2.356690 0.120 -0.160 -0.232 0.04
O -2.209434 -2.312333 -0.687258 0.604 -0.201 -0.059 0.14
C -2.212635 -3.023145 0.570889 -0.407 -0.461 -0.057 -0.44
C -3.251907 -4.130989 0.477927 -0.193 -0.397 -0.117 -0.02
C -2.701927 -2.060231 1.646900 0.145 0.355 0.186 -0.01
H -1.082158 -5.260389 1.939079 0.097 -0.033 -0.213 0.10
H -1.055565 -5.612567 0.188742 0.093 0.120 0.189 0.09
H 0.458492 -5.304913 1.066097 -0.168 0.100 -0.079 0.10
H -0.491150 -2.765891 2.760896 0.171 0.037 -0.324 0.09
H 1.000321 -3.345124 2.014508 -0.084 0.169 -0.104 0.10
H 0.346584 -1.772999 1.519202 -0.299 -0.306 0.145 0.07
H -0.154734 -1.674854 -2.595760 0.422 1.115 -0.383 0.18
H -1.183844 1.850708 -1.506031 -0.459 -0.240 -0.344 0.09
H -4.383817 1.630567 -4.442331 0.280 -0.081 0.174 0.13
H -2.093564 -1.887987 -3.484261 -0.061 0.186 -0.126 0.13
H 1.790733 -1.768507 -0.345590 0.152 -0.001 -0.365 0.12
H 4.684013 0.421123 -2.705508 -0.145 0.080 0.252 0.14
H 0.560943 1.643755 -2.693634 0.210 -0.321 -0.251 0.11
H -3.352238 -4.667039 1.431928 0.119 0.076 -0.263 0.09
H -4.230175 -3.686290 0.260509 0.232 -0.010 -0.027 0.10
H -3.025535 -4.851577 -0.316247 -0.046 0.158 0.165 0.09
H -2.862959 -2.586660 2.598137 0.111 0.113 -0.215 0.10
H -2.005583 -1.231879 1.818206 -0.113 -0.113 -0.039 0.08
H -3.665153 -1.632000 1.339573 0.248 -0.165 -0.015 0.10
C 0.252330 0.102819 5.896110 0.106 -0.316 0.386 -0.11
C 0.121272 0.552528 4.493252 -1.193 0.419 -1.089 -0.58
C -0.989475 1.184414 3.944789 1.037 -0.297 0.317 -0.12
C -0.772028 1.616935 2.609775 0.993 -0.415 -0.214 -0.10
C 0.497815 1.306324 2.122054 -1.417 -0.591 1.407 -0.45
C 1.152480 1.948644 1.014220 0.801 0.602 -1.104 -0.20
C 2.555078 1.883366 0.849299 -0.513 0.065 -0.069 0.03
C 3.190915 2.801700 0.026451 -0.047 0.364 -0.324 -0.10
C 4.692006 2.798819 -0.151512 0.738 -0.230 -0.245 -0.51
F 5.038271 3.163745 -1.429713 -0.203 -0.319 1.238 0.11
F 5.327414 3.667796 0.692559 -0.519 -0.688 -0.678 0.13
F 5.226183 1.559629 0.072577 -0.360 1.065 -0.116 0.12
C 2.469409 3.789777 -0.649383 -0.124 -0.111 0.056 0.06
C 1.076619 3.747769 -0.603431 0.250 0.270 -0.133 -0.10
C 0.276048 4.726186 -1.431923 -0.626 0.237 -0.608 -0.50
F 0.124871 4.265562 -2.725043 0.188 0.535 1.165 0.11
F -0.989716 4.895834 -0.939643 1.076 -0.082 -0.411 0.12
F 0.853830 5.959030 -1.504578 -0.453 -1.102 0.012 0.13
C 0.418313 2.810940 0.172129 0.264 -0.196 0.585 0.02
S 1.363514 0.350344 3.310585 -0.329 0.822 -0.026 1.09
H -0.656589 0.402190 6.432388 0.290 -0.137 0.000 0.08
H 0.356809 -0.989101 5.959567 0.007 0.241 0.112 0.08
H 1.125547 0.566967 6.378051 -0.277 -0.185 -0.058 0.08
H -1.876726 1.411127 4.535124 0.214 -0.102 -0.222 0.11
H -1.488951 2.190261 2.037642 0.043 0.066 0.139 0.11
H 3.131732 1.114361 1.366034 -0.100 0.355 -0.026 0.12
H 2.981482 4.563384 -1.218049 -0.119 -0.264 0.040 0.14
H -0.670497 2.777725 0.185612 0.354 0.207 0.148 0.11
```
Forces are in eV/Å.

DFT total energy in eV: -76406.44190
Lowest unoccupied orbital energy in eV: -0.40
Strongest force on any atom in Eh/bohr: 0.06397
HOMO energy in eV: -8.38
Energy above the lowest of the compared OMol25 structures with the same formula, charge and spin in eV: 0.0000
Net charge: 0
HOMO-LUMO gap in Ha: 0.293

Record 5
Here is a structure of composition C4H4AlO2 in a non-equilibrium geometry from OMol25. Energies are from wB97M-V/def2-TZVPD.

```
11
Properties=species:S:1:pos:R:3:forces:R:3:lowdin_charge:R:1
H -0.552944 2.035220 -0.771648 -1.985 -1.062 0.838 0.41
O 0.426151 -0.220911 3.229915 -0.791 0.711 -0.900 0.06
C -0.638971 0.528366 2.713350 2.533 -1.315 -0.076 -0.09
C -0.425300 0.760089 1.282387 -0.621 1.183 2.220 0.24
C -0.780328 0.983867 0.053720 0.028 2.952 -3.955 0.29
H 0.292962 -0.348692 4.173761 0.068 -0.192 0.722 0.16
H -0.736736 1.519872 3.190497 -0.233 0.601 -0.064 0.22
H -1.613973 0.021001 2.824644 -0.577 -0.025 -0.343 0.23
C 0.577434 1.258637 -0.050724 -0.091 -2.785 2.164 -0.03
O 1.552854 0.851652 -0.702893 -2.411 4.541 0.065 0.05
Al 2.457095 -0.462263 -0.688924 4.079 -4.609 -0.672 1.46
```
Forces are in eV/Å.

DFT total energy in eV: -14857.74003
Lowest unoccupied orbital energy (spin up / spin down) in eV: -17.69 / -18.09
Strongest force on any atom in Eh/bohr: 0.12040
HOMO energy (spin up / spin down) in eV: -24.08 / -23.80
Energy above the lowest of the compared OMol25 structures with the same formula, charge and spin in eV: 5.7529
Net charge: +3
HOMO-LUMO gap (spin up / spin down) in Ha: 0.235 / 0.210

Record 6
Here is an isolated molecule of C5H8O in a non-equilibrium geometry from OMol25. Energies are from wB97M-V/def2-TZVPD.

```
14
Properties=species:S:1:pos:R:3:forces:R:3:lowdin_charge:R:1
C 2.810207 0.028863 -0.636994 0.017 0.065 -0.326 0.01
C 1.623692 -0.105738 0.015968 -0.026 0.369 0.025 -0.25
C 0.301279 0.195862 0.170872 0.283 0.100 -0.154 0.05
C -0.919105 -0.444595 -0.379814 0.243 0.020 0.155 -0.20
C -2.159253 -0.076205 0.463545 -0.051 -0.327 -0.107 -0.30
O -2.178331 1.296957 0.742410 0.161 0.099 0.104 -0.09
H 2.115600 -0.075146 1.006595 -0.677 -0.766 0.800 0.13
H 3.686420 -0.422161 -0.174022 -0.135 0.386 -0.056 0.05
H 2.987450 0.713774 -1.454177 -0.190 -0.318 -0.424 0.05
H -1.031605 0.042788 -1.367659 0.133 0.015 0.113 0.14
H -0.868174 -1.526378 -0.571572 0.154 0.161 0.043 0.12
H -3.082031 -0.316752 -0.076294 0.186 0.012 0.038 0.12
H -2.154174 -0.675476 1.389378 0.031 0.100 -0.149 0.11
H -1.260631 1.504100 0.997212 -0.131 0.084 -0.062 0.06
```
Forces are in eV/Å.

DFT total energy in eV: -7356.98936
Lowest unoccupied orbital energy in eV: -0.45
Strongest force on any atom in Eh/bohr: 0.02524
HOMO energy in eV: -8.04
Energy above the lowest of the compared OMol25 structures with the same formula, charge and spin in eV: 5.2659
Net charge: 0
HOMO-LUMO gap in Ha: 0.279

- Number 2 is which compound?
  C4H10NS